ORCA calculation (ωB97M-V/def2-TZVPD) on the molecule C5H5NOS at a distorted geometry.

Values from the calculation:
* SMILES: O=C[C@H]1[C@H]2C=NS[C@H]21
* frontier orbital gap: 9.67 eV
* energy relative to the best compared isomer or geometry (same formula, charge and spin): 199.7 kJ/mol
* 2S+1: 1
* charge: 0

Atoms and positions in Å:
1 C 1.53 -0.64 -0.70
2 C 0.79 -0.21 0.53
3 C -0.59 -0.64 0.96
4 C -1.07 0.99 -0.75
5 C -0.34 0.80 0.55
6 H 0.96 -0.84 -1.64
7 H 1.48 -0.05 1.34
8 H -0.81 -0.88 2.02
9 H -1.02 1.96 -1.32
10 H -0.27 1.64 1.24
11 N -1.75 0.02 -1.27
12 O 2.74 -0.74 -0.70
13 S -1.66 -1.40 -0.25

---

ORCA calculation (ωB97M-V/def2-TZVPD) on C20H28IrNO3 as an isolated structure at a distorted geometry.

Values from the calculation:
* frontier orbital gap (spin up / spin down): 5.05 / 6.95 eV
* energy relative to the best compared isomer or geometry (same formula, charge and spin): 27.7 kJ/mol
* 2S+1: 5
* charge: 0

Atoms and positions in Å:
1 O 2.90 -3.56 0.52
2 C 1.56 -3.36 -0.08
3 C 0.83 -3.77 1.21
4 H 1.33 -4.06 -0.88
5 H 1.45 -2.32 -0.43
6 C 2.27 -3.71 1.84
7 H 0.43 -4.80 1.18
8 H 0.10 -3.05 1.55
9 C 2.81 -4.92 2.57
10 H 3.25 -5.63 1.85
11 H 2.02 -5.43 3.16
12 H 3.60 -4.60 3.25
13 C 2.43 -2.42 2.65
14 H 1.70 -1.67 2.30
15 H 3.43 -1.98 2.51
16 H 2.23 -2.63 3.71
17 Ir -0.87 -0.22 0.27
18 C -3.03 -0.13 -0.08
19 C -2.34 -0.23 -1.34
20 C -1.64 -1.49 -1.37
21 H -2.35 0.51 -2.14
22 C -1.91 -2.17 -0.14
23 C -2.75 -1.33 0.67
24 H -3.12 -1.55 1.67
25 H -3.63 0.71 0.24
26 H -1.03 -1.86 -2.19
27 H -1.58 -3.17 0.13
28 C 0.72 2.41 0.01
29 C -0.07 1.47 0.95
30 C 0.80 0.35 1.28
31 H -0.69 1.95 1.71
32 C 1.98 0.45 0.39
33 C 1.93 1.60 -0.32
34 H 2.67 1.99 -1.02
35 H 0.94 3.38 0.49
36 H 0.76 -0.05 2.30
37 H 2.79 -0.27 0.41
38 O 2.03 -6.05 -0.39
39 C 2.50 -7.36 0.03
40 C 3.50 -7.91 -0.99
41 H 1.65 -8.06 0.19
42 H 3.00 -7.27 1.01
43 C 3.65 -6.81 -2.05
44 H 3.21 -8.87 -1.41
45 H 4.46 -8.06 -0.48
46 C 2.88 -5.62 -1.48
47 H 3.20 -7.07 -3.01
48 H 4.68 -6.52 -2.21
49 H 2.24 -5.14 -2.24
50 H 3.59 -4.87 -1.11
51 O -2.42 3.21 -1.29
52 C -1.28 2.92 -1.27
53 N -0.08 2.70 -1.24

---

ORCA calculation (ωB97M-V/def2-TZVPD) on C19H27CrN5O2S as an isolated structure.

Values from the calculation:
* frontier orbital gap (spin up / spin down): 7.58 / 8.90 eV
* energy relative to the best compared isomer or geometry (same formula, charge and spin): 0.0 kJ/mol
* 2S+1: 5
* charge: +2

Atoms and positions in Å:
1 Cr -1.10 -0.58 -0.15
2 C -4.00 0.12 -0.74
3 C -3.96 -1.05 0.23
4 N -2.78 -0.98 1.13
5 C -2.96 -0.09 2.31
6 C -2.91 1.41 2.05
7 S -1.53 1.99 1.01
8 C -2.41 2.67 -0.44
9 C -2.42 1.77 -1.67
10 N -2.67 0.34 -1.37
11 H -4.29 1.03 -0.22
12 H -4.77 -0.06 -1.50
13 H -3.88 -1.99 -0.33
14 H -4.89 -1.10 0.80
15 H -2.67 -1.91 1.52
16 H -2.16 -0.34 3.01
17 H -3.90 -0.32 2.81
18 H -2.80 1.90 3.02
19 H -3.84 1.79 1.62
20 H -1.90 3.60 -0.70
21 H -3.41 2.95 -0.11
22 H -1.45 1.83 -2.17
23 H -3.17 2.15 -2.37
24 H -2.68 -0.15 -2.26
25 O 5.18 -0.42 2.84
26 C 4.09 -0.83 3.63
27 C 2.86 -0.83 2.77
28 C 1.64 -1.27 3.28
29 C 0.53 -1.24 2.46
30 N 0.56 -0.81 1.20
31 C 1.74 -0.40 0.69
32 C 2.90 -0.40 1.46
33 C 1.74 -0.02 -0.74
34 C 2.89 0.33 -1.43
35 C 2.84 0.58 -2.79
36 C 4.09 0.93 -3.56
37 O 5.20 1.07 -2.72
38 C 1.61 0.45 -3.43
39 C 0.50 0.12 -2.68
40 N 0.55 -0.10 -1.36
41 H 5.99 -0.42 3.38
42 H 3.93 -0.16 4.48
43 H 4.24 -1.85 4.03
44 H 1.55 -1.63 4.29
45 H -0.42 -1.59 2.83
46 H 3.84 -0.08 1.05
47 H 3.85 0.40 -0.93
48 H 3.90 1.82 -4.17
49 H 4.28 0.11 -4.26
50 H 5.54 1.97 -2.75
51 H 1.51 0.61 -4.50
52 H -0.46 0.01 -3.16
53 N -1.37 -3.80 -1.82
54 C -1.33 -2.78 -1.29
55 H -1.41 -4.69 -2.29

---

ORCA calculation (ωB97M-V/def2-TZVPD) on C11H10CeClNSe as an isolated structure at a distorted geometry.

Values from the calculation:
* frontier orbital gap (spin up / spin down): 5.37 / 5.52 eV
* energy relative to the best compared isomer or geometry (same formula, charge and spin): 325.6 kJ/mol
* 2S+1: 2
* charge: -1

Atoms and positions in Å:
1 C -2.26 -0.92 0.09
2 C -1.63 -1.12 -1.16
3 C -1.40 0.16 -1.71
4 H -1.35 -2.06 -1.59
5 C -1.85 1.14 -0.79
6 C -2.40 0.45 0.31
7 H -2.74 0.91 1.22
8 H -2.49 -1.70 0.80
9 H -0.94 0.36 -2.67
10 H -1.76 2.20 -0.90
11 Ce 0.00 0.00 0.18
12 Cl 0.16 -1.95 1.72
13 C 2.35 0.12 0.44
14 C 1.97 1.34 -0.15
15 C 1.49 1.07 -1.44
16 H 1.97 2.30 0.34
17 C 1.58 -0.33 -1.65
18 C 2.12 -0.91 -0.49
19 H 2.24 -1.96 -0.30
20 H 2.66 -0.01 1.47
21 H 1.07 1.79 -2.12
22 H 1.24 -0.87 -2.52
23 Se 0.00 0.00 5.25
24 C 0.00 0.00 3.49
25 N 0.00 0.00 2.18

---

ORCA calculation (ωB97M-V/def2-TZVPD) on C33H25IrN3P2S2 as an isolated structure.

Values from the calculation:
* frontier orbital gap (spin up / spin down): 7.66 / 5.64 eV
* 2S+1: 5
* charge: +1

Atoms and positions in Å:
1 Ir -0.86 -0.34 0.71
2 S -2.99 0.39 0.62
3 C -3.79 -0.86 1.60
4 C -5.11 -0.67 1.96
5 C -5.78 -1.61 2.73
6 C -7.16 -1.38 3.08
7 N -8.26 -1.17 3.35
8 C -5.12 -2.76 3.15
9 C -3.79 -2.96 2.79
10 C -3.13 -2.02 2.02
11 S -1.44 -2.32 1.58
12 C -5.78 -3.75 3.96
13 N -6.29 -4.54 4.62
14 H -5.64 0.23 1.64
15 H -3.28 -3.86 3.12
16 C 2.62 1.22 -1.77
17 N 1.49 0.86 -0.91
18 P 0.87 1.85 0.39
19 C 2.18 3.10 0.59
20 C 3.36 2.86 1.31
21 C 4.32 3.85 1.39
22 C 4.12 5.08 0.76
23 C 2.95 5.32 0.06
24 C 1.98 4.33 -0.02
25 C 1.08 0.72 1.83
26 C 0.16 0.89 2.88
27 C 0.21 0.06 4.01
28 C 1.16 -0.94 4.08
29 C 2.06 -1.14 3.03
30 C 2.02 -0.33 1.91
31 P 0.32 -0.27 -1.34
32 C 1.19 -1.74 -1.89
33 C 1.61 -1.88 -3.22
34 C 2.33 -3.00 -3.60
35 C 2.64 -3.98 -2.67
36 C 2.22 -3.85 -1.35
37 C 1.50 -2.73 -0.96
38 C -0.60 0.33 -2.77
39 C -1.35 -0.56 -3.54
40 C -2.13 -0.09 -4.58
41 C -2.17 1.27 -4.85
42 C -1.44 2.17 -4.08
43 C -0.66 1.70 -3.04
44 H 3.46 1.57 -1.17
45 H 2.36 2.00 -2.49
46 H 2.95 0.33 -2.32
47 H 3.52 1.92 1.80
48 H 5.23 3.67 1.94
49 H 4.88 5.85 0.83
50 H 2.79 6.28 -0.41
51 H 1.05 4.53 -0.55
52 H -0.55 1.71 2.84
53 H -0.49 0.20 4.82
54 H 1.21 -1.59 4.95
55 H 2.80 -1.93 3.09
56 H 2.70 -0.49 1.08
57 H 1.35 -1.13 -3.95
58 H 2.65 -3.11 -4.63
59 H 3.20 -4.86 -2.97
60 H 2.46 -4.62 -0.63
61 H 1.17 -2.64 0.06
62 H -1.31 -1.62 -3.33
63 H -2.70 -0.78 -5.18
64 H -2.79 1.64 -5.67
65 H -1.48 3.23 -4.29
66 H -0.10 2.39 -2.43

---

ORCA calculation (ωB97M-V/def2-TZVPD) on the molecule C2H2N2OS at a distorted geometry.

Values from the calculation:
* SMILES: Sc1conn1
* frontier orbital gap: 9.90 eV
* energy relative to the best compared isomer or geometry (same formula, charge and spin): 198.2 kJ/mol
* 2S+1: 1
* charge: 0

Atoms and positions in Å:
1 C -0.39 0.00 0.00
2 C 0.49 1.01 0.01
3 H -2.15 -1.38 -0.04
4 H 0.41 2.10 0.06
5 N 1.62 -0.94 -0.05
6 N 0.37 -1.19 0.06
7 O 1.74 0.44 -0.02
8 S -2.10 -0.05 -0.02

---

ORCA calculation (ωB97M-V/def2-TZVPD) on a 2-piece molecular cluster, C4H14N2O overall at a distorted geometry.

Values from the calculation:
* frontier orbital gap (spin up / spin down): 2.99 / 7.77 eV
* energy relative to the best compared isomer or geometry (same formula, charge and spin): 202.2 kJ/mol
* 2S+1: 2
* charge: -1

Atoms and positions in Å:
1 N -1.63 0.34 0.91
2 C -1.91 0.61 -0.53
3 C -0.75 -0.09 -1.34
4 N 0.55 -0.14 -0.74
5 C 1.16 -1.47 -0.56
6 C 1.53 0.97 -0.54
7 H -1.08 1.16 1.21
8 H -2.54 0.57 1.33
9 H -2.78 0.20 -1.03
10 H -1.90 1.70 -0.72
11 H -1.17 -0.98 -1.78
12 H -0.55 0.53 -2.26
13 H 1.11 -1.71 0.52
14 H 2.10 -1.57 -1.11
15 H 0.43 -2.14 -1.05
16 H 2.20 0.59 0.23
17 H 1.93 1.09 -1.55
18 H 0.95 1.79 -0.09
19 H 0.79 0.20 2.70
20 H 1.14 -1.15 3.15
21 O 0.41 -0.51 3.25

---

ORCA calculation (ωB97M-V/def2-TZVPD) on C5H14BClCrMnN as an isolated structure at a distorted geometry.

Values from the calculation:
* frontier orbital gap (spin up / spin down): 5.62 / 8.26 eV
* 2S+1: 8
* charge: -1

Atoms and positions in Å:
1 Mn -1.14 -0.33 -1.95
2 Cl -0.29 1.35 -0.56
3 C -3.04 -0.27 -1.47
4 C -0.24 0.25 -3.59
5 H -3.59 -0.51 -2.41
6 H -3.21 -1.02 -0.67
7 H -3.25 0.77 -1.12
8 H -0.93 -0.04 -4.41
9 H 0.74 -0.28 -3.62
10 H -0.12 1.36 -3.50
11 Cr 0.51 -0.59 0.47
12 C 2.51 -0.81 0.76
13 C -0.21 -1.83 -1.11
14 H 2.92 -1.62 0.13
15 H 2.94 0.17 0.48
16 H 2.67 -1.00 1.84
17 H 0.51 -2.30 -1.87
18 H -0.99 -2.60 -0.78
19 B 0.74 1.85 4.32
20 C 0.64 1.04 3.05
21 N 0.51 0.32 2.13
22 H 1.39 1.18 5.11
23 H -0.39 2.03 4.72
24 H 1.30 2.89 4.05

---

What are the E_tot values for these records? In order: -721.64358; -1163.34258; -2606.67945; -3816.52700; -3019.95878; -660.27222; -345.42481; -2934.08026 a.u..